Molecular formula: C14H40N4O6
Method: DFT, ωB97M-V with the def2-TZVPD basis set

Calculated values
Energy above the lowest of the compared OMol25 structures with the same formula, charge and spin   42.21 kcal/mol
Kohn-Sham gap   9.138 eV
E_LUMO   0.2 eV
Energy   -33412.1475 eV
SMILES   NC(N)=O.NC(N)=O.CC(C)O.CC(C)O.CC(C)O.CC(C)O
HOMO level   -8.97 eV
Charge   0

Each line ends with the Löwdin charge.
CARTESIAN COORDINATES (ANGSTROEM)
1 N 0.3100 -0.2060 3.9543  0.18
2 C -0.0236 -0.6391 5.1411  -0.80
3 N -1.0830 -0.0911 5.6006  0.17
4 O 0.6383 -1.4786 5.7584  0.02
5 H 0.9360 -0.8376 3.4754  0.11
6 H -0.2746 0.4630 3.4738  0.08
7 H -1.3567 -0.5225 6.4718  0.12
8 H -1.2711 0.8820 5.4064  0.11
9 N 4.0220 -1.0237 1.9828  0.16
10 C 4.8067 -0.0079 1.9038  -0.73
11 N 4.2356 0.9427 1.1852  0.16
12 O 5.9594 0.1369 2.4163  -0.03
13 H 3.0163 -0.9454 1.9318  0.08
14 H 4.4385 -1.8880 2.2984  0.12
15 H 3.3747 0.6375 0.7541  0.06
16 H 4.6823 1.8339 1.0229  0.12
17 C 0.6757 0.5143 -5.8868  -0.05
18 C -0.7614 0.5743 -6.5427  -0.46
19 C -1.4733 1.9383 -6.4905  -0.06
20 O -0.5725 0.1431 -7.8863  -0.06
21 H 0.5946 0.7536 -4.8265  0.05
22 H 1.2644 1.3166 -6.3315  0.07
23 H 1.1532 -0.4655 -5.8858  0.08
24 H -1.3194 -0.1676 -5.9713  0.13
25 H -2.4323 1.9917 -7.0059  0.08
26 H -0.8152 2.6929 -6.9214  0.07
27 H -1.6955 2.3261 -5.4964  0.07
28 H -0.0089 0.7620 -8.3563  0.08
29 C 0.9917 0.8374 -1.5775  -0.04
30 C 0.7714 0.9353 -0.0012  -0.42
31 C -0.6703 0.7023 0.3721  -0.06
32 O 1.5550 -0.0738 0.6238  -0.10
33 H 0.5183 -0.0400 -2.0182  0.06
34 H 2.0156 0.8518 -1.9509  0.08
35 H 0.5009 1.6799 -2.0646  0.07
36 H 0.9885 1.9555 0.3152  0.14
37 H -1.4539 1.3388 -0.0390  0.08
38 H -0.8588 0.7111 1.4457  0.05
39 H -0.9745 -0.3138 0.1210  0.07
40 H 1.3569 -0.9153 0.2065  0.05
41 C 2.3838 -2.7214 -1.7315  -0.03
42 C 1.1642 -3.5066 -1.0793  -0.46
43 C 1.6672 -4.3221 0.0654  -0.06
44 O 0.4086 -2.4408 -0.5864  -0.08
45 H 3.0673 -3.4497 -2.1681  0.08
46 H 2.8719 -2.1654 -0.9310  0.07
47 H 2.2097 -2.0373 -2.5619  0.07
48 H 0.6440 -4.1738 -1.7666  0.14
49 H 2.1678 -3.6535 0.7658  0.08
50 H 2.3853 -5.0773 -0.2542  0.09
51 H 0.9279 -4.8806 0.6395  0.08
52 H -0.2900 -2.8371 -0.0606  0.11
53 C -5.0468 3.0078 3.3483  -0.06
54 C -4.1027 1.9108 3.7674  -0.54
55 C -4.0739 0.7478 2.7491  -0.05
56 O -2.8598 2.4767 3.9801  -0.04
57 H -4.7877 3.9142 3.8954  0.08
58 H -6.0539 2.6989 3.6282  0.08
59 H -5.0105 3.2892 2.2959  0.08
60 H -4.4543 1.4639 4.6973  0.14
61 H -3.2817 0.0712 3.0694  0.07
62 H -3.8533 1.0668 1.7304  0.07
63 H -5.0740 0.3154 2.7202  0.08
64 H -2.7700 2.9976 3.1787  0.09